[1]
{"formula": "C26H78F2InNO17S2", "method": "wB97M-V/def2-TZVPD", "spin_multiplicity": 2, "mol_weight_g_mol": 893.8, "e_homo_ev": [-11.5, -11.5], "lumo_energy_ev": [-2.7, -9.1], "total_charge": 1, "species": ["In", "N", "S", "O", "O", "F", "S", "O", "O", "F", "C", "C", "O", "H", "H", "H", "H", "H", "H", "C", "C", "O", "H", "H", "H", "H", "H", "H", "C", "C", "O", "H", "H", "H", "H", "H", "H", "C", "C", "O", "H", "H", "H", "H", "H", "H", "C", "C", "O", "H", "H", "H", "H", "H", "H", "C", "C", "O", "H", "H", "H", "H", "H", "H", "C", "C", "O", "H", "H", "H", "H", "H", "H", "C", "C", "O", "H", "H", "H", "H", "H", "H", "C", "C", "O", "H", "H", "H", "H", "H", "H", "C", "C", "O", "H", "H", "H", "H", "H", "H", "C", "C", "O", "H", "H", "H", "H", "H", "H", "C", "C", "O", "H", "H", "H", "H", "H", "H", "C", "C", "O", "H", "H", "H", "H", "H", "H"], "xyz": [[-4.212, -6.790, -7.822], [-4.427, -5.186, -10.226], [-4.988, -5.446, -11.626], [-3.987, -6.013, -12.519], [-6.053, -4.653, -12.209], [-5.685, -6.822, -11.099], [-4.176, -3.518, -10.641], [-5.335, -2.671, -10.279], [-3.284, -3.147, -11.727], [-3.280, -3.220, -9.345], [-7.332, -0.346, -8.295], [-6.606, 0.701, -7.507], [-7.496, 1.279, -6.588], [-7.761, -1.088, -7.622], [-6.678, -0.767, -9.059], [-8.153, 0.155, -8.809], [-6.177, 1.461, -8.161], [-5.747, 0.265, -6.997], [-7.143, 2.084, -6.203], [-8.577, -2.514, -12.075], [-9.499, -1.463, -11.556], [-9.652, -0.432, -12.564], [-7.570, -2.119, -12.214], [-8.988, -2.843, -13.030], [-8.586, -3.341, -11.366], [-9.324, -1.051, -10.562], [-10.506, -1.841, -11.377], [-8.858, 0.102, -12.642], [-9.523, -8.206, -11.680], [-8.435, -8.851, -10.792], [-8.403, -8.219, -9.501], [-10.472, -8.156, -11.146], [-9.744, -8.807, -12.561], [-9.179, -7.201, -11.926], [-7.499, -8.779, -11.346], [-8.613, -9.918, -10.664], [-7.592, -8.580, -9.136], [-3.730, 0.157, -12.556], [-3.753, 1.521, -13.206], [-4.881, 2.210, -12.888], [-4.540, -0.484, -12.904], [-3.803, 0.329, -11.482], [-2.797, -0.386, -12.708], [-3.770, 1.380, -14.287], [-2.844, 2.063, -12.944], [-4.769, 3.100, -13.228], [-0.215, -4.138, -9.474], [-0.861, -4.578, -8.151], [-1.370, -5.829, -8.335], [0.625, -4.775, -9.748], [0.191, -3.136, -9.334], [-0.981, -4.102, -10.249], [-1.652, -3.870, -7.905], [-0.085, -4.638, -7.387], [-0.614, -6.419, -8.368], [-6.422, -3.498, -5.480], [-5.252, -2.809, -6.245], [-4.365, -3.788, -6.625], [-5.969, -4.040, -4.650], [-6.901, -4.269, -6.083], [-7.188, -2.788, -5.165], [-4.764, -2.077, -5.601], [-5.589, -2.267, -7.128], [-3.581, -3.719, -6.075], [-1.206, -2.659, -13.899], [-0.416, -2.159, -12.730], [0.303, -1.055, -13.205], [-0.556, -2.924, -14.733], [-2.035, -1.988, -14.122], [-1.713, -3.605, -13.705], [0.279, -2.939, -12.420], [-1.044, -1.942, -11.866], [1.075, -1.380, -13.673], [-3.213, -0.051, -8.342], [-1.941, -0.396, -9.137], [-1.127, 0.779, -9.240], [-3.026, 0.125, -7.283], [-3.870, -0.920, -8.332], [-3.700, 0.829, -8.762], [-2.277, -0.680, -10.134], [-1.395, -1.228, -8.691], [-0.679, 0.807, -10.089], [-5.381, -10.110, -13.828], [-5.561, -8.604, -13.765], [-6.224, -8.114, -14.924], [-5.111, -10.525, -12.857], [-4.638, -10.404, -14.570], [-6.378, -10.464, -14.092], [-4.632, -8.067, -13.572], [-6.158, -8.279, -12.913], [-5.633, -8.285, -15.661], [-8.418, -5.785, -14.609], [-8.307, -5.034, -15.923], [-9.335, -5.362, -16.761], [-7.523, -5.710, -13.991], [-8.512, -6.849, -14.824], [-9.232, -5.531, -13.930], [-7.395, -5.277, -16.468], [-8.162, -3.959, -15.817], [-9.629, -4.547, -17.175], [-1.962, -7.890, -10.916], [-2.881, -9.091, -11.043], [-3.685, -9.012, -9.897], [-2.460, -6.950, -10.679], [-1.482, -7.732, -11.882], [-1.170, -8.070, -10.190], [-2.311, -10.019, -11.105], [-3.513, -8.930, -11.916], [-4.377, -9.676, -9.861], [-5.023, -2.809, -14.930], [-4.712, -4.184, -15.390], [-4.705, -4.233, -16.786], [-5.028, -2.709, -13.845], [-5.915, -2.324, -15.325], [-4.210, -2.134, -15.199], [-5.403, -4.938, -15.011], [-3.714, -4.560, -15.169], [-4.706, -5.171, -16.992], [-8.898, -4.192, -8.564], [-7.459, -4.661, -8.869], [-7.195, -5.987, -8.462], [-9.164, -4.556, -7.572], [-9.586, -4.603, -9.303], [-8.988, -3.105, -8.570], [-6.720, -3.968, -8.466], [-7.289, -4.564, -9.941], [-7.763, -6.603, -8.930]]}

[2]
{"formula": "C26H78F7IN2O22S", "method": "wB97M-V/def2-TZVPD", "mol_weight_g_mol": 1062.9, "e_homo_ev": -9.0, "lumo_energy_ev": -0.7, "total_charge": 0, "species": ["N", "C", "C", "C", "C", "I", "O", "C", "O", "O", "C", "N", "S", "O", "O", "C", "F", "F", "C", "F", "F", "C", "F", "F", "F", "H", "H", "H", "H", "H", "H", "H", "H", "H", "H", "C", "O", "H", "H", "H", "H", "C", "O", "H", "H", "H", "H", "C", "O", "H", "H", "H", "H", "C", "O", "H", "H", "H", "H", "C", "O", "H", "H", "H", "H", "C", "O", "H", "H", "H", "H", "C", "O", "H", "H", "H", "H", "C", "O", "H", "H", "H", "H", "C", "O", "H", "H", "H", "H", "C", "O", "H", "H", "H", "H", "C", "O", "H", "H", "H", "H", "C", "O", "H", "H", "H", "H", "C", "O", "H", "H", "H", "H", "C", "O", "H", "H", "H", "H", "C", "O", "H", "H", "H", "H", "C", "O", "H", "H", "H", "H", "C", "O", "H", "H", "H", "H"], "xyz": [[5.133, -3.789, -2.156], [5.170, -3.476, -0.692], [4.159, -2.317, -0.218], [3.244, -1.698, -1.397], [1.877, -2.504, -1.620], [1.688, -4.553, -0.866], [1.713, -2.711, -3.071], [0.284, -2.967, -3.149], [-0.216, -3.319, -4.237], [-0.411, -2.717, -1.884], [0.464, -1.770, -1.235], [0.456, -1.973, 0.258], [0.291, 0.051, -1.506], [0.979, 0.836, -0.396], [1.081, 0.387, -2.770], [-1.421, 0.723, -1.728], [-1.503, 1.272, -3.055], [-1.528, 1.875, -0.867], [-2.647, -0.230, -1.346], [-2.407, -1.104, -0.249], [-3.694, 0.653, -0.877], [-3.328, -0.989, -2.619], [-4.158, 0.011, -3.236], [-2.406, -1.381, -3.602], [-4.182, -2.027, -2.175], [4.620, -4.664, -2.359], [6.109, -3.997, -2.450], [6.248, -3.148, -0.441], [5.022, -4.476, -0.125], [3.539, -2.733, 0.664], [4.813, -1.483, 0.248], [3.807, -1.585, -2.401], [3.013, -0.608, -1.074], [-0.070, -1.216, 0.728], [1.418, -1.888, 0.636], [1.865, 4.140, -3.874], [1.745, 3.112, -4.844], [2.085, 5.080, -4.381], [0.926, 4.237, -3.323], [2.679, 3.901, -3.185], [1.550, 2.292, -4.368], [-0.952, -0.437, 3.957], [0.023, -0.770, 2.978], [-1.877, -0.160, 3.453], [-1.136, -1.300, 4.600], [-0.599, 0.407, 4.556], [0.832, -1.011, 3.450], [-7.169, 0.546, 0.993], [-5.837, 0.055, 1.089], [-7.824, -0.090, 1.589], [-7.211, 1.569, 1.374], [-7.493, 0.523, -0.050], [-5.280, 0.636, 0.553], [7.078, 0.754, -0.719], [5.802, 0.405, -1.237], [7.054, 0.671, 0.368], [7.835, 0.073, -1.117], [7.319, 1.782, -0.997], [5.853, 0.487, -2.198], [8.904, -4.390, 0.833], [8.181, -3.310, 0.263], [8.196, -5.142, 1.183], [9.560, -4.834, 0.080], [9.497, -4.031, 1.679], [8.829, -2.660, -0.038], [-9.325, 4.432, 1.093], [-7.998, 3.945, 1.190], [-9.978, 3.794, 1.690], [-9.372, 5.455, 1.474], [-9.651, 4.407, 0.049], [-7.443, 4.525, 0.653], [4.143, 0.308, 4.011], [3.085, 0.048, 3.100], [4.729, -0.603, 4.139], [4.785, 1.098, 3.614], [3.731, 0.612, 4.977], [2.583, 0.868, 3.005], [10.424, 2.793, 1.108], [9.357, 2.536, 0.205], [11.018, 1.885, 1.221], [11.055, 3.592, 0.712], [10.018, 3.084, 2.081], [8.849, 3.354, 0.124], [11.727, 3.691, -2.277], [12.011, 4.498, -1.143], [10.887, 3.037, -2.041], [11.464, 4.327, -3.125], [12.601, 3.083, -2.524], [12.756, 5.066, -1.376], [9.827, -0.181, 3.876], [8.762, -0.438, 2.973], [10.421, -1.089, 3.989], [10.460, 0.618, 3.481], [9.422, 0.109, 4.849], [8.254, 0.379, 2.892], [-4.298, -2.495, 5.208], [-3.751, -1.545, 4.308], [-3.510, -2.838, 5.880], [-5.095, -2.031, 5.794], [-4.693, -3.347, 4.649], [-4.467, -1.258, 3.726], [-1.327, -5.239, 6.858], [-0.784, -4.288, 5.956], [-0.536, -5.580, 7.527], [-2.124, -4.778, 7.446], [-1.720, -6.093, 6.300], [-1.502, -4.003, 5.376], [3.932, 5.858, -6.884], [4.109, 7.237, -6.592], [4.701, 5.285, -6.367], [2.947, 5.534, -6.540], [4.024, 5.697, -7.962], [3.417, 7.719, -7.061], [-7.726, -2.362, -0.922], [-8.685, -2.968, -0.069], [-6.875, -2.037, -0.322], [-7.387, -3.086, -1.668], [-8.172, -1.495, -1.417], [-9.426, -3.245, -0.625], [-8.043, 2.319, -2.430], [-7.513, 2.811, -1.208], [-9.069, 2.675, -2.537], [-7.445, 2.687, -3.267], [-8.039, 1.226, -2.420], [-6.607, 2.482, -1.139], [-11.343, -1.964, 1.096], [-12.404, -2.238, 0.192], [-10.740, -2.863, 1.215], [-10.718, -1.161, 0.695], [-11.752, -1.671, 2.066], [-12.921, -1.424, 0.105], [-13.123, 1.208, -1.825], [-14.084, 0.602, -0.973], [-12.274, 1.534, -1.222], [-12.782, 0.484, -2.569], [-13.566, 2.074, -2.323], [-14.823, 0.323, -1.529]]}

[3]
{"formula": "C26H78O17", "method": "wB97M-V/def2-TZVPD", "mol_weight_g_mol": 662.9, "e_homo_ev": -9.3, "lumo_energy_ev": 0.4, "e_above_lowest_ev": 1.218, "total_charge": 0, "species": ["C", "C", "O", "H", "H", "H", "H", "H", "H", "C", "C", "O", "H", "H", "H", "H", "H", "H", "C", "C", "O", "H", "H", "H", "H", "H", "H", "C", "C", "O", "H", "H", "H", "H", "H", "H", "C", "C", "O", "H", "H", "H", "H", "H", "H", "C", "C", "O", "H", "H", "H", "H", "H", "H", "C", "C", "O", "H", "H", "H", "H", "H", "H", "C", "C", "O", "H", "H", "H", "H", "H", "H", "C", "C", "O", "H", "H", "H", "H", "H", "H", "C", "C", "O", "O", "H", "H", "H", "H", "H", "H", "C", "C", "O", "O", "H", "H", "H", "H", "H", "H", "C", "C", "O", "O", "H", "H", "H", "H", "H", "H", "C", "C", "O", "O", "H", "H", "H", "H", "H", "H"], "xyz": [[0.310, -3.807, -0.986], [-1.151, -3.646, -0.718], [-1.750, -2.592, -1.480], [0.676, -4.704, -0.486], [0.900, -2.978, -0.596], [0.449, -3.836, -2.067], [-1.341, -3.496, 0.345], [-1.514, -4.649, -0.946], [-1.181, -1.821, -1.433], [-4.186, -0.454, 1.550], [-5.542, -0.229, 2.145], [-6.434, -0.241, 1.055], [-3.982, 0.277, 0.769], [-4.015, -1.472, 1.200], [-3.407, -0.223, 2.276], [-5.730, 0.695, 2.692], [-5.826, -1.041, 2.814], [-7.284, -0.133, 1.487], [0.993, -0.240, -5.209], [0.322, 1.128, -5.077], [0.037, 1.379, -3.728], [1.995, -0.130, -4.795], [1.193, -0.377, -6.271], [0.498, -1.070, -4.706], [-0.549, 1.054, -5.727], [0.929, 1.930, -5.496], [-0.435, 2.215, -3.718], [-0.307, -4.402, 4.191], [-0.632, -3.930, 2.818], [-1.853, -3.265, 2.650], [0.628, -4.961, 4.242], [-1.080, -5.108, 4.495], [-0.057, -3.706, 4.992], [-0.539, -4.667, 2.020], [0.139, -3.227, 2.504], [-1.952, -2.678, 3.404], [-2.477, -0.990, -4.237], [-2.800, -0.612, -5.711], [-3.625, -1.668, -6.164], [-2.039, -0.081, -3.825], [-1.722, -1.765, -4.099], [-3.289, -1.302, -3.581], [-1.969, -0.331, -6.358], [-3.486, 0.231, -5.790], [-3.046, -2.218, -6.697], [2.386, 2.859, -1.801], [3.629, 3.664, -1.429], [3.428, 4.287, -0.192], [1.854, 2.258, -1.063], [2.691, 2.185, -2.601], [1.658, 3.496, -2.303], [3.774, 4.392, -2.227], [4.567, 3.111, -1.455], [3.999, 5.059, -0.171], [-3.483, 2.875, -3.225], [-2.095, 3.399, -2.737], [-1.317, 3.717, -3.835], [-3.411, 2.082, -3.970], [-4.156, 3.637, -3.618], [-3.988, 2.469, -2.348], [-1.559, 2.695, -2.100], [-2.277, 4.213, -2.035], [-1.759, 4.445, -4.278], [5.323, -1.275, -1.215], [3.917, -1.212, -1.752], [3.031, -0.972, -0.647], [5.400, -2.160, -0.583], [5.502, -0.365, -0.642], [6.052, -1.459, -2.004], [3.678, -2.093, -2.348], [3.864, -0.390, -2.466], [2.119, -0.973, -0.948], [-0.445, -0.450, 0.846], [-0.476, 0.258, -0.532], [0.241, -0.512, -1.477], [-0.791, 0.122, 1.706], [0.588, -0.716, 1.072], [-0.952, -1.410, 0.756], [0.002, 1.236, -0.495], [-1.533, 0.433, -0.735], [0.211, 0.069, -2.242], [2.511, 1.014, 2.685], [2.514, 2.552, 2.635], [1.865, 3.045, 1.481], [3.557, 0.526, 1.863], [1.553, 0.623, 2.344], [2.637, 0.650, 3.704], [3.552, 2.871, 2.723], [1.916, 2.990, 3.434], [2.485, 3.511, 0.915], [3.340, 0.414, 0.935], [2.763, -5.328, 1.971], [3.332, -4.202, 1.106], [2.525, -3.039, 1.238], [3.711, -6.360, 2.197], [1.877, -5.821, 1.570], [2.515, -4.891, 2.938], [3.431, -4.569, 0.084], [4.357, -3.940, 1.367], [2.864, -2.438, 0.571], [3.439, -6.836, 2.985], [-1.390, 1.865, 5.441], [-0.005, 1.277, 5.038], [1.014, 1.955, 5.741], [-1.419, 3.197, 4.904], [-1.475, 1.812, 6.526], [-2.220, 1.269, 5.061], [0.044, 1.449, 3.963], [0.106, 0.209, 5.226], [1.537, 1.269, 6.163], [-0.906, 3.722, 5.523], [-1.269, 4.169, 1.047], [-2.068, 3.024, 1.742], [-3.156, 3.400, 2.569], [-0.384, 3.784, 0.029], [-0.589, 4.621, 1.769], [-1.933, 4.948, 0.673], [-1.346, 2.510, 2.377], [-2.358, 2.364, 0.925], [-2.760, 3.311, 3.440], [0.291, 3.246, 0.448]]}

> Number 1 is which compound?

C26H78F2InNO17S2